34
Properties=species:S:1:pos:R:3:lowdin_spin:R:1 method="wB97M-V/def2-TZVPD" spin_multiplicity=2 homo_lumo_gap_ev="5.71 / 6.03" de_lowest_kj_mol=243.45 charge=-2
Ni -0.355 -2.005 -0.116 0.676
S 1.952 -2.284 -0.159 0.012
C 2.382 -1.689 1.422 0.000
C 3.719 -1.369 1.718 0.002
C 4.119 -0.879 2.954 -0.001
C 5.503 -0.506 3.169 0.000
N 6.603 -0.207 3.337 -0.001
C 3.159 -0.719 3.964 0.002
C 1.835 -1.041 3.688 -0.001
C 1.414 -1.516 2.439 -0.002
S -0.263 -1.915 2.175 -0.044
C 3.531 -0.251 5.284 0.000
N 3.826 0.111 6.337 0.001
H 4.461 -1.504 0.941 0.000
H 1.095 -0.915 4.467 -0.001
C -1.445 4.059 -0.947 0.000
C -2.129 2.918 -1.675 0.001
O -2.786 2.090 -0.722 0.005
P -2.610 0.432 -0.741 0.007
S -1.406 -3.388 -1.239 0.321
S -0.551 0.189 -0.807 0.013
O -3.145 0.232 -2.321 0.000
C -2.517 -0.503 -3.364 0.001
C -3.441 -1.611 -3.829 0.002
H -1.003 4.758 -1.666 0.000
H -0.653 3.662 -0.306 0.000
H -2.160 4.600 -0.319 0.000
H -1.390 2.347 -2.235 0.001
H -2.870 3.296 -2.386 0.000
H -1.570 -0.912 -3.024 0.001
H -2.307 0.184 -4.192 0.000
H -3.508 -2.386 -3.062 0.002
H -3.047 -2.065 -4.749 0.000
H -4.442 -1.213 -4.034 0.000